Below is C5H6O in the gas phase, with properties calculated with ωB97M-V with the def2-TZVPD basis set.

Output
Electronic energy: -7325.389 eV
Charge: 0
Maximum force: 0.54 eV/A
Energy relative to the best compared isomer or geometry (same formula, charge and spin): 375.9 kJ/mol
Frontier orbital gap: 8.6 eV

Atoms and positions in Å:
O (1.5304, 1.5901, 1.0713)
C (2.0800, 0.6424, 0.2868)
C (0.1169, -0.6395, -0.0459)
C (1.4160, -0.5077, 0.0863)
C (-1.0979, 0.2070, -0.2425)
C (-1.1747, -1.3014, 0.0130)
H (0.5771, 1.3769, 1.0357)
H (-1.4081, 0.8402, 0.5949)
H (-1.3568, 0.6115, -1.2143)
H (3.0523, 0.9199, -0.1045)
H (-1.5699, -1.6591, 0.9606)
H (-1.4568, -1.8971, -0.8525)